C21H26FN7OS2 in the gas phase in a non-equilibrium geometry, computed with ωB97M-V/def2-TZVPD.

Output
orbital gap	0.313	Eh
SMILES	CCc1nnc(NC(=O)CSc2nnc(CNc3ccc(F)cc3)n2C2CCCCC2)s1
HOMO level	-0.2977	Eh
molar mass	475.62	g/mol

```
58
Properties=species:S:1:pos:R:3:lowdin_charge:R:1
C -7.58893 -2.14667 -2.07790 -0.113
C -7.33737 -1.25598 -0.86773 -0.261
C -5.89217 -1.15462 -0.54629 -0.601
N -4.95143 -1.73462 -1.19678 -0.009
N -3.73037 -1.50143 -0.72948 0.007
C -3.72306 -0.72657 0.30156 -0.579
N -2.58377 -0.34710 0.95066 0.101
C -2.59830 0.53358 1.98512 -0.558
O -3.61103 1.02169 2.43482 0.000
C -1.21859 0.85084 2.53038 -0.334
S -0.30145 1.98786 1.43694 1.030
C 0.38248 0.84913 0.31394 -0.572
N 0.04928 -0.41717 0.26462 -0.005
N 0.77842 -0.99560 -0.69775 0.101
C 1.54544 -0.08945 -1.22905 -0.274
C 2.51821 -0.39605 -2.32358 -0.130
N 3.02873 -1.74156 -2.21287 0.011
C 3.74287 -2.12871 -1.08779 -0.276
C 4.44407 -1.22492 -0.28865 -0.026
C 5.20659 -1.66536 0.77746 -0.011
C 5.27014 -3.01738 1.04901 -0.288
F 6.01367 -3.44791 2.09540 0.043
C 4.58634 -3.93963 0.27699 -0.009
C 3.82668 -3.49034 -0.78216 -0.018
N 1.33936 1.12540 -0.62104 0.043
C 1.98027 2.39144 -0.90982 -0.284
C 0.95614 3.44921 -1.32406 -0.148
C 1.67333 4.74888 -1.67674 -0.191
C 2.50153 5.23840 -0.49269 -0.200
C 3.51448 4.17750 -0.07339 -0.191
C 2.80332 2.87638 0.28547 -0.147
S -5.30980 -0.18575 0.81000 1.127
H -7.07361 -1.75079 -2.94793 0.072
H -7.21192 -3.14768 -1.89089 0.072
H -8.65412 -2.20036 -2.28819 0.069
H -7.72534 -0.24944 -1.05023 0.110
H -7.86216 -1.64893 0.00800 0.110
H -1.67723 -0.69414 0.59425 0.101
H -0.61373 -0.04694 2.64593 0.089
H -1.32014 1.38419 3.47492 0.088
H 2.01851 -0.30350 -3.29358 0.134
H 3.35567 0.30683 -2.30896 0.109
H 2.34966 -2.43713 -2.49092 0.127
H 4.40643 -0.16575 -0.48918 0.094
H 5.74738 -0.96758 1.39755 0.117
H 4.64826 -4.98975 0.51406 0.118
H 3.28170 -4.19847 -1.38814 0.114
H 2.65343 2.21360 -1.75604 0.147
H 0.26634 3.62812 -0.49732 0.077
H 0.37923 3.08817 -2.17862 0.127
H 0.93782 5.50422 -1.95581 0.114
H 2.32690 4.58422 -2.53688 0.117
H 3.02032 6.16013 -0.75987 0.111
H 1.83796 5.45570 0.34639 0.118
H 4.08744 4.52692 0.78640 0.113
H 4.21564 3.99846 -0.89229 0.117
H 2.13899 3.04671 1.13414 0.083
H 3.52914 2.11071 0.56989 0.117
```